[1]
{"formula": "C36H29BrClF4FeNO7P2", "method": "ωB97M-V with the def2-TZVPD basis set", "symbols": ["Br", "Fe", "Cl", "P", "P", "F", "F", "F", "F", "O", "O", "O", "O", "O", "O", "O", "N", "C", "C", "C", "C", "C", "C", "C", "C", "C", "C", "C", "C", "C", "C", "C", "C", "C", "C", "C", "C", "C", "C", "C", "C", "C", "C", "C", "C", "C", "C", "C", "C", "C", "C", "C", "C", "H", "H", "H", "H", "H", "H", "H", "H", "H", "H", "H", "H", "H", "H", "H", "H", "H", "H", "H", "H", "H", "H", "H", "H", "H", "H", "H", "H", "H"], "coordinates": [[-2.54760, 1.80690, 0.72140], [0.07360, -0.24710, -0.13150], [-1.45310, -0.36600, -2.69420], [0.77700, 2.44060, -0.03100], [-0.46080, -0.50340, 2.48530], [-3.37200, 6.81190, -0.21200], [-0.70070, 7.37630, -0.43930], [1.10470, 5.40160, -0.28910], [-4.15880, 4.25050, 0.23290], [-1.35860, 0.80350, -1.77060], [-0.22950, -1.14150, -2.43010], [-0.45210, 0.83070, 3.45920], [-1.56760, -1.43930, 3.20490], [0.69500, -1.41460, 3.17110], [-2.63260, -1.14290, -2.25100], [-1.93830, -1.63850, 0.19680], [0.56830, -2.61140, -0.05950], [3.29620, 0.38910, -0.42070], [-0.25610, -4.88440, -0.22230], [0.77490, 3.28920, 2.56550], [-0.19220, 5.07850, -0.22580], [-1.91980, 3.49220, 0.15620], [5.05940, -1.18590, -0.79450], [0.83020, 2.79490, -2.72810], [1.62660, 3.09380, 1.47470], [-0.55920, 3.74870, -0.02700], [1.26090, 3.70570, 3.78900], [-1.76350, -2.99710, 0.12410], [1.30150, 3.13830, -3.98100], [2.05490, -1.15200, 2.91090], [1.79630, -3.00780, -0.33700], [-2.62810, -5.24100, -0.03380], [2.79260, -1.94250, -0.42640], [-2.96540, -1.35620, 3.00760], [1.57910, 3.05910, -1.58230], [-2.86160, 4.51510, 0.06220], [-1.36720, -5.74810, -0.19950], [-2.47060, 5.82850, -0.16770], [3.28780, 4.01360, -2.98250], [-1.11370, 6.11370, -0.29170], [3.47100, 3.73700, 2.89030], [2.34750, -0.61240, -0.29630], [-0.38000, 0.69770, 4.86910], [4.14680, -2.21090, -0.64180], [2.61380, 3.95280, 3.95330], [2.99110, 3.28410, 1.67200], [2.81460, 3.68380, -1.72330], [-2.82970, -3.86160, 0.11160], [2.54370, 3.73450, -4.11540], [4.63040, 0.12550, -0.69420], [-0.44380, -3.49210, -0.02500], [2.07200, -4.38180, -0.55650], [1.06840, -5.30340, -0.47430], [2.20220, -0.78790, 1.88890], [4.53040, 3.90990, 3.01090], [2.59680, -2.08890, 3.03660], [4.25080, 4.49300, -3.08210], [-0.98670, -0.14320, 5.21330], [3.40320, 3.94800, -0.85950], [2.45280, -0.41150, 3.60990], [-3.32970, -2.36630, 2.80630], [3.00620, 1.42600, -0.31410], [0.65170, 0.53190, 5.18770], [2.99850, 4.29610, 4.90210], [-1.20070, -6.80620, -0.34170], [0.70460, 2.92940, -4.85520], [0.58020, 3.83160, 4.61780], [-3.82850, -3.46060, 0.19560], [2.92850, 3.98170, -5.09400], [4.49380, -3.23190, -0.69320], [1.27180, -6.35360, -0.63890], [-3.48490, -5.89770, -0.04450], [-3.21900, -0.70400, 2.17320], [-0.28220, 3.08770, 2.46240], [-3.43340, -0.97900, 3.92100], [3.71240, 3.06930, 0.90090], [5.33720, 0.93490, -0.81880], [3.07300, -4.70730, -0.79200], [-0.12840, 2.30960, -2.62130], [-2.50510, -1.39580, -0.58520], [-0.74940, 1.62870, 5.30010], [6.10020, -1.40780, -0.98910]], "atomic_forces_ev_per_a": [[-0.19, 0.19, 0.14], [1.41, -0.87, -0.03], [-0.38, -0.10, -0.77], [-0.30, 0.93, 0.00], [0.61, 0.06, 1.94], [0.21, -0.27, -0.03], [-0.15, -0.29, -0.02], [-0.30, 0.26, -0.01], [0.07, 0.15, -0.01], [0.26, -0.21, 0.46], [-0.01, 0.00, 0.24], [-0.16, -0.59, -1.15], [0.03, 0.05, -0.45], [-0.51, 0.10, -0.25], [-0.06, -0.02, -0.15], [-0.20, 0.28, -0.23], [0.10, 0.50, -0.02], [0.16, -0.03, -0.02], [-0.05, 0.47, 0.21], [-0.02, 0.05, -0.22], [-0.02, -0.01, 0.14], [0.05, 0.27, -0.01], [0.18, 0.04, -0.01], [-0.04, -0.05, 0.22], [0.04, -0.28, 0.04], [-0.20, -0.13, -0.05], [0.01, 0.05, 0.08], [-0.13, -0.53, -0.10], [0.09, 0.04, -0.11], [0.64, 0.22, -0.23], [-0.68, -0.14, 0.16], [0.22, -0.28, -0.08], [0.61, 0.77, -0.07], [-0.25, 0.07, 0.01], [0.12, -0.33, 0.00], [0.09, -0.09, 0.03], [-0.14, -0.02, -0.01], [0.20, -0.09, 0.06], [0.14, 0.02, 0.03], [-0.04, -0.02, 0.03], [0.12, -0.01, 0.07], [-1.51, 0.28, -0.17], [0.02, -0.15, 0.34], [-0.33, -0.27, 0.01], [-0.03, -0.01, -0.02], [0.00, -0.07, -0.11], [-0.10, -0.06, 0.09], [0.27, 0.49, 0.11], [-0.07, -0.01, -0.01], [0.09, 0.05, 0.08], [-0.23, -0.55, -0.13], [-0.09, -0.25, 0.08], [0.17, 0.22, -0.07], [0.06, -0.07, 0.27], [0.09, -0.02, -0.01], [0.01, 0.04, -0.02], [0.08, 0.05, 0.04], [0.01, 0.11, 0.03], [0.04, 0.00, 0.04], [-0.04, 0.01, 0.06], [-0.03, 0.15, -0.04], [0.09, -0.05, -0.06], [-0.03, 0.05, -0.03], [0.02, 0.03, 0.08], [-0.06, -0.10, 0.00], [-0.08, -0.05, -0.09], [-0.07, 0.05, 0.06], [-0.12, 0.05, 0.01], [0.02, 0.04, -0.06], [0.10, -0.11, -0.07], [0.01, -0.04, 0.00], [-0.05, -0.07, 0.02], [-0.11, -0.03, -0.01], [-0.03, 0.05, 0.02], [0.03, 0.00, -0.09], [0.00, -0.01, -0.13], [0.06, 0.09, -0.01], [0.05, 0.04, 0.00], [-0.04, 0.01, -0.09], [0.27, 0.06, 0.04], [0.01, -0.08, 0.00], [0.02, -0.03, 0.01]], "charge": 0, "homo_energy_ev": [-7.730, -8.092], "e_lumo_ev": [-0.03, -0.10], "homo_lumo_gap_ha": [0.2829, 0.2936], "total_energy_ha": -7350.593880, "relative_energy_kj_mol": 115.8, "multiplicity": 5}

[2]
{"formula": "C36H29Cl2N7PSZr", "method": "ωB97M-V with the def2-TZVPD basis set", "symbols": ["Zr", "Cl", "Cl", "S", "P", "N", "N", "N", "N", "N", "N", "N", "C", "C", "C", "C", "C", "C", "C", "C", "C", "C", "C", "C", "C", "C", "C", "C", "C", "C", "C", "C", "C", "C", "C", "C", "C", "C", "C", "C", "C", "C", "C", "C", "C", "C", "C", "C", "H", "H", "H", "H", "H", "H", "H", "H", "H", "H", "H", "H", "H", "H", "H", "H", "H", "H", "H", "H", "H", "H", "H", "H", "H", "H", "H", "H", "H"], "coordinates": [[0.29358, -0.22298, 1.19892], [-1.17204, -0.42048, -2.41829], [0.10262, 4.03239, 0.38914], [-0.27487, -2.71947, 1.21037], [2.78909, -0.97830, 0.18189], [-3.67540, -3.16183, -0.60902], [0.18463, 1.04426, -0.15176], [-1.95307, -0.28893, 1.45893], [-2.58468, -1.20718, 0.93256], [-2.51338, -3.31413, -0.04543], [3.65762, 0.28759, 0.95985], [1.94170, 0.79335, 2.49145], [-3.40362, 1.39526, 0.42938], [-6.69284, -0.28294, -1.02363], [-3.76848, 3.43977, 1.64181], [-6.41360, -0.87045, 0.23682], [-0.75916, 1.29234, -2.38877], [-1.90207, -2.34981, 0.62358], [1.58848, 1.34670, 3.66944], [3.70162, 0.37226, -2.12318], [-3.92823, 2.69499, 0.48757], [2.48936, -1.71146, -2.39186], [-5.37036, -1.71728, 0.43081], [-0.21694, 1.82603, -1.21421], [3.31428, -3.09667, 1.85772], [5.05300, -4.71493, 1.63543], [3.76024, 0.53566, -3.49455], [3.61986, 2.48579, 3.84969], [-4.55547, -2.02719, -0.63953], [4.04604, 1.87861, 2.72407], [-0.82777, 3.46904, -3.37182], [-0.98529, 2.05702, -3.51029], [4.78572, -3.03907, -0.09421], [3.19898, 1.01370, 2.04649], [5.37008, -4.18331, 0.38419], [3.71039, -2.48645, 0.65230], [-4.69878, -1.37065, -1.84422], [-2.45948, 1.66895, 2.62384], [-0.14601, 3.20857, -1.13575], [-5.78918, -0.49854, -2.05870], [2.37850, 2.17243, 4.40108], [3.19750, -0.44080, -4.30234], [3.09714, -0.73717, -1.56008], [3.99028, -4.17084, 2.37841], [-3.11089, 2.90703, 2.74396], [-0.42527, 4.04949, -2.21393], [2.54210, -1.54145, -3.76549], [-2.64914, 0.93551, 1.47077], [2.05184, -2.19001, -4.47768], [-7.52327, 0.30639, -1.17514], [-1.32735, 1.65921, -4.49181], [-4.50299, 3.09362, -0.34114], [-3.46434, 0.78498, -0.48791], [1.96407, -2.52491, -1.96381], [4.56233, 0.55378, 0.64093], [2.05520, 2.61366, 5.31356], [-3.95871, -1.62933, -2.64552], [3.19089, -0.26493, -5.41085], [-1.00746, 4.11618, -4.21520], [5.04550, -2.64893, -1.05198], [0.55383, 1.14602, 3.94813], [4.10849, 1.14288, -1.49107], [-5.27625, -2.23550, 1.37683], [-1.82639, 1.29484, 3.51150], [-5.91840, -0.04806, -3.05070], [-4.08656, 4.45551, 1.61457], [4.00872, 1.51247, -3.88373], [-3.87003, -4.01225, -1.15609], [6.20744, -4.60463, -0.20390], [-7.06407, -0.71964, 1.06384], [2.44272, -2.68304, 2.35112], [5.48659, -5.64051, 1.93222], [5.02023, 2.08294, 2.32254], [-2.87761, 3.45904, 3.65441], [-0.40284, 5.13991, -2.11714], [3.64570, -4.69290, 3.27321], [4.22592, 3.17880, 4.40741]], "atomic_forces_ev_per_a": [[1.16, 0.73, -0.39], [0.34, 0.39, 0.02], [0.32, -0.52, -0.04], [0.14, 0.51, -0.28], [0.26, -0.13, 0.86], [0.51, -0.99, -0.10], [-0.57, -0.62, 0.12], [0.75, 0.68, -0.31], [-0.43, -1.61, -1.28], [0.35, 1.10, 0.35], [-0.86, 0.48, 0.32], [0.62, -0.17, -0.19], [-0.39, 0.45, -1.57], [2.63, -1.47, 0.63], [0.21, -0.23, 0.09], [-0.78, 0.81, -1.00], [-0.01, -0.74, -0.78], [-0.67, -1.25, 0.34], [-1.11, -0.13, -0.32], [0.16, 0.07, 0.39], [-0.01, -1.05, 0.09], [0.73, 1.33, -0.28], [-0.01, -0.88, 0.18], [0.33, -0.42, 1.11], [-0.16, 1.04, -0.64], [-1.28, 0.52, -0.49], [-0.84, -0.04, 0.04], [-0.29, 0.31, 1.39], [-0.05, -0.33, -0.73], [0.52, 0.17, -0.80], [-0.07, -1.27, -1.48], [-0.36, 1.38, -0.42], [-1.84, 0.43, 0.99], [-0.44, -1.21, -0.41], [1.68, -0.42, 0.13], [0.39, -0.28, -0.19], [0.29, -0.24, -1.05], [-0.04, 0.90, 1.73], [-0.20, 1.42, 0.10], [0.40, -0.23, 0.03], [0.19, 0.04, -0.53], [-0.02, 0.76, -1.38], [-0.57, -0.86, -0.68], [0.66, -1.11, -0.32], [1.52, -0.40, 0.08], [-0.07, 0.00, 0.96], [0.27, 0.14, -0.19], [0.49, 0.02, 1.74], [-0.06, -0.35, 0.31], [-1.72, 1.21, -0.18], [0.25, 0.11, 1.11], [0.22, -0.03, -0.02], [-0.16, 0.35, 0.55], [-0.47, -0.76, 0.37], [0.68, 0.02, -0.16], [-0.28, 0.15, 0.47], [-0.97, 0.41, 0.65], [-0.02, -0.34, 1.20], [-0.15, -0.10, -0.25], [0.22, 0.33, -0.46], [0.19, -0.01, 0.27], [-0.01, 0.23, 0.15], [0.19, 0.05, -0.01], [-1.12, 0.39, -1.59], [-0.02, -0.16, 0.52], [-0.41, 0.57, 0.35], [0.58, -0.18, -0.22], [-0.42, 1.01, 0.30], [-0.68, 0.02, 0.44], [-0.58, 0.32, 0.44], [-0.04, -0.11, 0.23], [0.49, -0.39, 0.36], [0.30, 0.01, -0.11], [-0.52, 0.18, -0.31], [0.14, -0.53, 0.09], [0.15, 0.38, -0.16], [0.39, 0.13, -0.16]], "charge": 1, "homo_energy_ev": -9.995, "e_lumo_ev": -3.42, "homo_lumo_gap_ha": 0.2416, "total_energy_ha": -3479.336475, "relative_energy_kj_mol": 0.0, "multiplicity": 1}